[1]
Formula: C19H43BIN3O11P2S
Source: the OMol25 dataset
Level of theory: the ωB97M-V functional and the def2-TZVPD basis

Results
HOMO level   -5.4 eV
Kohn-Sham gap   4.7776 eV
2S+1   1

```
81
Properties=species:S:1:pos:R:3:lowdin_charge:R:1
C -4.845 0.660 2.496 -0.0709
C -4.008 0.481 1.229 -0.2095
C -3.126 1.699 0.917 -0.3022
C -4.052 2.735 0.249 -0.0341
C -1.837 1.411 0.128 -0.2069
B -1.060 2.807 0.077 -0.7086
O -1.319 3.785 0.995 0.1394
O -0.161 3.144 -0.920 0.1542
C -0.886 0.525 1.047 -0.2892
P -0.486 1.326 2.723 0.9090
O 0.856 0.658 3.288 -0.2249
O -1.673 0.775 3.700 -0.2342
N 0.207 -0.098 0.400 -0.0101
C 1.469 0.554 0.455 -0.2302
O 2.477 -0.228 1.021 -0.1048
C 3.730 0.342 0.900 -0.2427
O 4.328 0.120 -0.347 -0.0835
C 4.524 1.260 -1.161 -0.1855
C 5.868 1.258 -1.887 -0.2063
O 6.610 2.432 -1.566 -0.0734
C -0.112 -1.046 -0.664 -0.3142
C 1.094 -1.481 -1.503 -0.1287
C 2.004 -2.577 -0.985 -0.1740
O 3.207 -2.512 -1.784 -0.0439
C 4.196 -3.130 -1.067 -0.3285
O 4.661 -4.180 -1.417 0.1004
C -0.808 -2.390 -0.146 -0.2365
C -2.357 -2.336 -0.008 -0.1232
C -0.428 -3.209 1.155 -0.3022
C -0.554 -2.543 2.557 -0.3507
C -0.988 -0.252 -1.722 -0.5722
S -2.009 -1.352 -2.823 0.8770
P -0.016 0.647 -3.123 0.8570
O 0.221 -0.394 -4.362 -0.3057
O 1.420 1.277 -2.669 -0.2876
N -2.054 0.725 -1.171 -0.0755
N -2.507 1.604 -2.234 0.0739
H -5.776 0.122 2.394 0.0783
H -5.099 1.702 2.646 0.0721
H -4.341 0.268 3.368 0.0698
H -3.512 -0.477 1.296 0.0779
H -4.740 0.390 0.426 0.1146
H -2.905 2.163 1.864 0.1118
H -4.377 2.443 -0.740 0.0728
H -3.668 3.744 0.310 0.0892
H -4.954 2.742 0.846 0.0806
H -0.447 4.040 1.326 0.1202
H -0.498 3.947 -1.334 0.1244
H -1.552 -0.282 1.359 0.0911
H 0.655 -0.004 3.970 0.0818
H -2.184 1.524 4.020 0.0574
H 1.458 1.480 1.043 0.1194
H 1.858 0.901 -0.500 0.1035
H 3.688 1.398 1.189 0.1391
H 4.329 -0.172 1.640 0.1414
H 4.420 2.211 -0.645 0.1246
H 3.742 1.250 -1.916 0.0947
H 6.444 0.356 -1.717 0.1237
H 5.669 1.361 -2.942 0.1118
H 6.743 2.443 -0.613 0.0830
H 0.736 -1.858 -2.455 0.0928
H 1.781 -0.681 -1.762 0.0965
H 1.539 -3.548 -1.116 0.1322
H 2.292 -2.496 0.057 0.0297
H 4.555 -2.658 -0.148 0.1422
H -0.633 -3.096 -0.945 0.1022
H -2.797 -3.184 -0.513 0.0846
H -2.665 -2.444 1.022 0.0627
H -2.863 -1.459 -0.393 0.0050
H -1.181 -3.996 1.161 0.0972
H 0.552 -3.799 1.165 -0.0590
H 0.404 -2.002 2.804 -0.1595
H -1.477 -1.949 2.675 0.0512
H -0.599 -3.332 3.283 0.0198
H -1.186 -2.370 -3.093 -0.0653
H 0.521 0.100 -5.129 0.0613
H 1.450 2.210 -2.894 0.0561
H -2.876 0.124 -1.065 0.1107
H -3.350 1.219 -2.639 0.1029
H -2.803 2.499 -1.865 0.0881
I 2.063 -3.328 2.781 0.2143
```

***

[2]
Formula: C19H43Cl2F3P2W
Source: the OMol25 dataset
Level of theory: the ωB97M-V functional and the def2-TZVPD basis

Results
HOMO level (alpha / beta)   -8.0 / -8.8 eV
Kohn-Sham gap (alpha / beta)   7.0435 / 8.1651 eV
2S+1   3

```
70
Properties=species:S:1:pos:R:3:mulliken_spin:R:1
W 0.509 -0.207 0.208 1.6870
Cl 0.833 -0.045 -2.138 0.0204
P -0.288 -2.507 -0.175 0.0576
C 0.885 -3.356 -1.370 0.0004
C -0.626 -3.644 1.281 0.0022
C -1.882 -2.615 -1.171 0.0058
C 2.302 -2.781 -1.351 0.0343
H 0.436 -3.122 -2.355 0.0051
C 0.967 -4.867 -1.168 -0.0013
H 1.529 -5.129 -0.262 0.0002
H 1.534 -5.287 -2.015 0.0013
H -0.001 -5.387 -1.158 0.0002
H 2.350 -1.824 -1.884 -0.0044
H 2.956 -3.489 -1.873 0.0021
H 2.706 -2.653 -0.342 -0.0049
H -1.578 -2.076 -2.087 -0.0008
C -3.069 -1.870 -0.536 0.0008
C -2.233 -4.071 -1.505 0.0015
H -1.552 -4.492 -2.255 -0.0001
H -3.244 -4.106 -1.932 -0.0001
H -2.253 -4.713 -0.604 -0.0004
H -2.753 -1.095 0.177 -0.0027
H -3.764 -2.553 -0.026 -0.0003
H -3.633 -1.372 -1.335 0.0011
C 0.551 -3.568 2.246 0.0132
H -0.692 -4.665 0.867 0.0000
C -1.906 -3.316 2.058 0.0061
H 1.503 -3.917 1.830 0.0010
H 0.314 -4.192 3.120 -0.0001
H 0.673 -2.537 2.617 0.0003
H -1.981 -2.239 2.236 0.0008
H -1.849 -3.796 3.054 -0.0004
H -2.829 -3.694 1.610 0.0003
Cl -0.546 -0.109 2.293 0.0495
H -1.063 0.162 -0.249 -0.0172
P 0.509 2.417 -0.195 0.1183
C -0.438 3.172 -1.622 0.0020
C 0.025 3.520 1.229 -0.0143
C 2.253 2.860 -0.687 -0.0298
C -1.797 2.516 -1.864 -0.0017
H 0.223 2.907 -2.470 0.0018
C -0.578 4.698 -1.538 0.0019
H -1.390 5.004 -0.862 0.0003
H -0.828 5.061 -2.547 -0.0008
H 0.345 5.206 -1.234 -0.0002
H -1.693 1.521 -2.307 0.0005
H -2.349 3.144 -2.579 0.0000
H -2.404 2.429 -0.954 0.0023
H 2.339 2.252 -1.616 0.0039
C 3.251 2.356 0.355 0.0284
C 2.558 4.325 -0.998 0.0036
H 2.078 4.697 -1.908 0.0001
H 3.648 4.399 -1.150 0.0011
H 2.325 5.000 -0.151 -0.0002
H 2.864 1.778 1.203 -0.0090
H 3.753 3.200 0.830 0.0010
H 3.994 1.714 -0.146 0.0040
C -1.461 3.352 1.570 0.0055
H 0.215 4.539 0.852 -0.0009
C 0.908 3.251 2.441 0.0055
H -2.114 3.914 0.891 0.0002
H -1.634 3.762 2.577 -0.0012
H -1.770 2.297 1.602 -0.0006
H 0.880 2.197 2.754 -0.0030
H 0.530 3.842 3.289 -0.0005
H 1.946 3.549 2.260 0.0028
F 3.679 -0.429 0.416 0.0101
C 2.560 -0.662 1.240 0.0096
F 2.800 -1.961 1.646 -0.0021
F 2.776 0.064 2.430 0.0025
```

***

[3]
Formula: C19H43ClN6O10
Source: the OMol25 dataset
Level of theory: the ωB97M-V functional and the def2-TZVPD basis

Results
HOMO level (alpha / beta)   -7.2 / -7.3 eV
Kohn-Sham gap (alpha / beta)   9.5144 / 8.6468 eV
Energy above the lowest of the compared OMol25 structures with the same formula, charge and spin   1.718 eV
Charge   -1
2S+1   2

```
79
Properties=species:S:1:pos:R:3:mulliken_spin:R:1
Cl -1.267 -0.734 0.386 0.0002
O -2.270 -1.728 0.628 0.0000
O -1.275 -0.307 -0.968 0.0000
O -1.521 0.394 1.200 0.0000
O -0.005 -1.296 0.782 0.0000
C 0.377 3.066 1.576 0.0073
C 1.793 3.084 0.809 -0.0054
C 1.668 1.812 -0.103 0.0345
C 2.880 1.664 -1.118 -0.0038
C 3.021 2.925 -1.919 0.0168
C 3.084 4.215 -1.096 -0.0014
N 2.013 4.241 -0.013 0.3007
O 1.967 5.523 0.751 0.6267
C 4.525 4.351 -0.571 0.0240
C 2.877 5.429 -2.078 -0.0023
C 2.888 2.778 1.821 0.0311
H 0.195 2.051 1.927 0.0004
H -0.236 3.427 0.750 0.0012
H 0.285 3.775 2.399 -0.0027
H 1.498 0.923 0.505 0.0022
H 0.736 1.944 -0.653 -0.0171
H 2.801 0.806 -1.786 -0.0005
H 3.832 1.423 -0.646 -0.0004
H 2.302 2.983 -2.736 0.0023
H 3.866 2.854 -2.603 -0.0004
H 4.716 3.535 0.126 -0.0021
H 5.127 4.279 -1.476 -0.0002
H 4.728 5.307 -0.089 -0.0028
H 2.536 6.350 -1.605 0.0024
H 3.741 5.685 -2.691 -0.0004
H 2.174 5.205 -2.880 -0.0013
H 2.587 2.478 2.825 -0.0018
H 3.529 3.635 2.030 -0.0039
H 3.563 1.946 1.623 -0.0037
O -3.081 -4.151 -4.538 0.0000
C -3.402 -3.718 -3.456 0.0000
N -2.558 -2.915 -2.819 0.0000
C -4.795 -3.839 -2.827 0.0000
H -2.833 -2.462 -1.960 0.0000
H -1.631 -2.650 -3.122 0.0000
H -5.415 -3.131 -3.378 0.0000
H -4.913 -3.590 -1.772 0.0000
H -5.121 -4.870 -2.968 0.0000
O 1.224 -4.050 3.025 0.0000
C 0.322 -4.027 3.880 0.0000
N -0.673 -3.142 3.701 0.0000
C 0.502 -4.620 5.194 0.0000
H -1.361 -3.028 4.432 0.0000
H -0.894 -2.866 2.755 0.0000
H -0.291 -4.373 5.900 0.0000
H 1.422 -4.199 5.599 0.0000
H 0.474 -5.709 5.231 0.0000
O 4.913 -3.154 1.067 0.0000
C 4.418 -2.325 0.311 0.0000
N 4.722 -2.378 -1.007 0.0000
C 3.445 -1.242 0.751 0.0000
H 5.290 -3.177 -1.252 0.0000
H 4.429 -1.700 -1.696 0.0000
H 2.643 -1.178 0.016 0.0000
H 3.984 -0.296 0.796 -0.0003
H 2.846 -1.354 1.654 -0.0001
O -2.358 2.770 -4.894 0.0000
C -1.871 1.888 -4.206 0.0002
N -1.307 2.189 -3.080 -0.0002
C -1.937 0.401 -4.534 0.0000
H -1.364 1.476 -2.367 0.0004
H -0.988 3.126 -2.882 0.0002
H -2.935 0.161 -4.899 0.0000
H -1.765 -0.276 -3.697 0.0000
H -1.296 0.058 -5.346 0.0000
O -6.424 -1.457 1.519 0.0000
C -6.227 -2.133 2.553 0.0000
N -4.998 -2.620 2.678 0.0000
C -7.331 -2.387 3.617 0.0000
H -4.280 -2.353 2.019 0.0000
H -4.701 -3.305 3.359 0.0000
H -8.153 -2.944 3.169 0.0000
H -7.617 -1.419 4.029 0.0000
H -6.850 -3.053 4.333 0.0000
```

***

no.,energy (Eh)
1,-3144.94752
2,-2719.53955
3,-2290.68701